Formula: C4H12OS2
Source: the OMol25 dataset
Level of theory: wB97M-V/def2-TZVPD

```
19
Properties=species:S:1:pos:R:3:lowdin_charge:R:1
C 1.35 1.64 0.39 -0.196
C 1.82 0.76 -0.78 -0.637
S 0.40 -0.24 -1.23 0.495
S -0.97 -1.42 -2.27 0.487
C -1.15 -2.82 -1.12 -0.623
C -1.20 -2.49 0.36 -0.208
H 1.35 0.99 1.27 0.073
H 2.25 2.27 0.51 0.076
H 0.51 2.29 0.14 0.071
H 2.19 1.49 -1.51 0.069
H 2.67 0.24 -0.31 0.069
H -0.44 -3.59 -1.35 0.064
H -2.16 -3.15 -1.41 0.066
H -1.51 -3.45 0.80 0.076
H -0.23 -2.23 0.77 0.045
H -1.86 -1.76 0.79 0.072
O 0.17 5.26 6.61 -0.073
H -0.27 5.02 5.78 0.037
H 0.74 4.48 6.54 0.036
```

Summary:
- SMILES = CCSSCC.O
- gap between HOMO and LUMO (eV) = 7.20
- relative energy (zero: lowest compared OMol25 entry of this formula, charge and spin) (kcal per mole) = 74.92